Entry 1:
98
Properties=species:S:1:pos:R:3:mulliken_charge:R:1 method="wB97M-V/def2-TZVPD" de_lowest_kcal_mol=13.21 spin_multiplicity=1 total_energy_ha=-3867.206750 charge=-1 orbital_gap_ha=0.232
Tl -0.36 0.54 0.15 1.428
N 1.16 1.65 4.31 -0.438
C 1.32 1.64 2.94 0.114
S 0.43 2.77 2.00 -0.503
N 2.26 0.81 2.52 -1.149
N 2.25 0.63 1.19 1.068
C 3.30 0.23 0.56 -0.230
C 4.64 0.01 1.20 -0.212
C 5.78 0.66 0.72 -0.160
C 7.01 0.49 1.33 -0.816
C 7.12 -0.32 2.46 -0.410
C 5.99 -0.95 2.96 -0.862
C 4.76 -0.79 2.33 -0.029
C 3.12 0.05 -0.89 0.901
C 4.09 -0.55 -1.71 -0.552
C 3.89 -0.61 -3.07 -0.793
C 2.72 -0.09 -3.61 -0.803
C 1.77 0.41 -2.72 -0.498
N 1.97 0.47 -1.41 -0.119
H 0.29 2.03 4.63 0.281
H 1.50 0.83 4.78 0.273
H 5.69 1.31 -0.14 0.509
H 7.88 1.00 0.94 0.378
H 8.08 -0.45 2.94 0.376
H 6.07 -1.58 3.84 0.390
H 3.88 -1.28 2.73 0.444
H 4.98 -0.96 -1.26 0.562
H 4.64 -1.05 -3.72 0.385
H 2.55 -0.08 -4.68 0.646
H 0.82 0.80 -3.07 0.507
N -2.44 -0.88 -1.25 0.266
C -2.27 -0.51 -2.66 1.981
C -3.35 -1.12 -3.56 -0.933
C -3.53 -2.64 -3.48 0.406
C -2.45 -3.48 -4.16 -1.127
N -1.14 -3.43 -3.54 0.285
C -0.01 -2.95 -4.11 0.372
N -0.19 -2.11 -5.19 -0.530
N 1.15 -3.32 -3.68 -0.644
C -2.24 1.05 -2.80 0.127
O -2.92 1.54 -3.71 -0.818
O -1.50 1.66 -1.97 -0.682
H -2.29 -1.88 -1.13 -0.542
H -3.38 -0.66 -0.94 0.308
H -1.27 -0.85 -2.94 -1.448
H -3.19 -0.80 -4.60 0.328
H -4.29 -0.65 -3.26 0.362
H -4.47 -2.91 -3.96 0.471
H -3.61 -2.95 -2.43 -0.501
H -2.34 -3.16 -5.20 0.512
H -2.78 -4.52 -4.18 0.444
H -0.99 -3.97 -2.70 -0.269
H -1.04 -1.55 -5.17 0.192
H 0.62 -1.56 -5.42 0.310
H 1.50 -3.71 -2.26 0.386
H 1.91 -2.82 -4.12 0.188
Cl -3.40 -1.59 2.06 -0.031
C -3.58 -2.95 1.01 1.092
C -4.83 -3.27 0.53 -0.476
C -5.00 -4.38 -0.29 -0.667
C -3.89 -5.13 -0.65 -0.592
C -2.64 -4.79 -0.18 1.341
Cl -1.28 -5.69 -0.77 -0.175
C -2.44 -3.70 0.68 -2.006
N -1.18 -3.33 1.16 1.848
C -0.27 -4.19 1.80 0.262
C -0.73 -5.27 2.54 -0.437
C 0.15 -6.14 3.17 -0.816
C 1.52 -5.90 3.08 -0.847
C 1.97 -4.81 2.36 -0.693
C 1.10 -3.94 1.71 0.082
C 1.64 -2.80 0.90 1.344
C 1.19 -2.86 -0.55 -1.418
O 1.79 -3.79 -1.25 -0.735
O 0.33 -2.11 -0.98 0.765
H -5.68 -2.66 0.81 0.472
H -5.98 -4.63 -0.66 0.394
H -3.99 -5.98 -1.31 0.442
H -0.94 -2.35 1.08 -0.951
H -1.81 -5.42 2.63 0.508
H -0.23 -6.98 3.73 0.392
H 2.22 -6.57 3.56 0.405
H 3.04 -4.62 2.28 0.491
H 2.73 -2.84 0.91 1.009
H 1.33 -1.83 1.29 -1.882
N -2.19 1.56 3.21 -0.012
C -1.82 0.38 3.80 -0.228
C -2.53 -0.17 4.88 -0.885
C -2.13 -1.38 5.39 -0.568
C -1.02 -2.02 4.85 -0.861
C -0.38 -1.40 3.79 -0.657
N -0.77 -0.24 3.26 1.002
H -2.85 2.14 3.70 0.217
H -1.46 2.05 2.70 -0.082
H -3.39 0.36 5.28 0.396
H -2.66 -1.82 6.22 0.368
H -0.67 -2.98 5.22 0.539
H 0.50 -1.85 3.35 0.520

---

Entry 2:
90
Properties=species:S:1:pos:R:3:mulliken_charge:R:1 method="wB97M-V/def2-TZVPD" de_lowest_kcal_mol=29.74 spin_multiplicity=1 total_energy_ha=-3068.801654 charge=0 orbital_gap_ha=0.339
O 1.33 -0.12 1.53 -0.676
S 0.08 0.31 1.14 1.215
O -1.03 -0.49 1.34 -0.600
C -0.43 1.94 1.83 -1.062
C -0.90 2.62 0.51 -0.684
C -0.21 2.13 -0.64 0.398
C 0.08 0.75 -0.48 -0.005
H 0.60 2.32 2.10 0.281
H -1.14 1.76 2.59 0.655
H -1.90 2.25 0.54 0.348
H -1.01 3.75 0.66 0.361
H 0.76 2.67 -1.00 -0.132
H -0.81 2.17 -1.57 -0.143
H 1.12 0.75 -0.85 0.015
H -0.71 0.16 -1.17 -0.167
O 1.24 0.29 -6.17 -0.693
S 0.45 1.43 -5.86 1.256
O -0.98 1.52 -6.23 -0.690
C 0.58 1.69 -4.17 0.392
C 1.78 2.53 -4.08 0.026
C 1.83 3.49 -5.24 -1.320
C 1.44 2.82 -6.46 -0.622
H 0.59 0.71 -3.58 -0.077
H -0.29 2.34 -3.63 0.126
H 1.94 2.97 -2.97 -0.238
H 2.72 1.83 -4.21 0.199
H 2.89 3.87 -5.47 0.218
H 1.47 4.34 -4.99 0.774
H 2.27 2.51 -7.09 0.382
H 0.61 3.39 -6.99 0.285
F -1.64 -0.94 -3.74 -0.183
C -2.04 -2.01 -3.03 0.618
C -1.19 -2.47 -2.04 -0.538
C -1.66 -3.46 -1.23 -0.158
C -2.85 -4.15 -1.49 -0.818
C -3.66 -3.71 -2.52 -0.240
C -3.39 -2.55 -3.22 -0.763
H -0.28 -1.89 -1.92 0.610
H -1.12 -3.80 -0.32 0.330
H -2.98 -4.83 -0.74 0.478
H -4.60 -4.14 -2.69 0.403
H -4.00 -2.25 -4.14 0.315
F -3.50 -6.40 4.89 -0.287
C -3.82 -5.34 4.17 0.372
C -5.03 -4.76 4.14 -0.570
C -5.14 -3.50 3.52 -0.305
C -4.07 -2.83 3.00 -0.501
C -2.81 -3.35 2.86 -0.461
C -2.60 -4.66 3.53 -0.982
H -5.86 -5.23 4.49 0.522
H -6.12 -3.01 3.24 0.247
H -4.14 -1.89 2.48 0.393
H -2.11 -2.90 2.25 0.825
H -1.68 -4.91 3.59 0.750
F 4.60 3.33 -2.95 -0.333
C 4.41 3.19 -1.62 0.279
C 4.68 4.24 -0.77 -0.512
C 4.53 4.08 0.69 -0.386
C 4.19 2.87 1.25 -0.733
C 3.89 1.80 0.30 0.484
C 4.02 1.91 -1.08 -0.732
H 4.64 5.33 -1.15 0.259
H 4.66 4.95 1.34 0.398
H 4.21 2.52 2.30 0.411
H 3.29 0.80 0.55 -0.048
H 4.07 1.20 -1.68 0.961
F -2.38 4.83 2.50 -0.331
C -2.99 4.00 3.37 0.286
C -2.33 3.60 4.55 -0.340
C -3.13 2.76 5.48 -0.793
C -4.20 2.06 5.03 -0.183
C -4.77 2.36 3.80 -0.522
C -4.17 3.40 3.07 -0.337
H -1.34 3.93 4.53 0.502
H -2.70 2.71 6.38 0.491
H -4.58 1.34 5.84 0.286
H -5.53 1.72 3.33 0.377
H -4.64 3.73 2.29 0.594
F 6.91 -3.36 -0.59 -0.300
C 5.72 -3.59 0.16 0.067
C 5.48 -4.80 0.63 -0.310
C 4.22 -5.14 1.29 -0.591
C 3.17 -4.09 1.28 -0.375
C 3.40 -2.80 0.77 -0.480
C 4.64 -2.67 0.12 0.030
H 6.01 -5.66 0.59 0.436
H 3.92 -6.09 1.69 0.381
H 2.17 -4.31 1.75 0.347
H 2.82 -2.13 1.03 0.683
H 5.00 -1.75 -0.55 0.156